Formula: C24H36NO2P2Pb
Source: the OMol25 dataset
Level of theory: ωB97M-V/def2-TZVPD

## Properties
Net charge: +1
Maximum force, eV/A: 2.46
Energy, Ha: -2016.553820
Gap between HOMO and LUMO, eV: 6.2
HOMO level, eV: -10.02
LUMO energy, eV: -3.873

Element x y z (Å)
C: -1.0374 3.3147 -2.9215
C: -1.1270 2.2895 -1.9443
N: 0.0457 1.9378 -1.3182
C: 1.2498 2.4677 -1.5887
C: 1.3376 3.4827 -2.5522
C: 0.1825 3.9051 -3.2063
C: -2.4083 1.6247 -1.7090
P: -2.8187 0.4535 -0.4669
Pb: -0.2217 0.1513 0.4071
P: 2.5737 0.3645 -0.0443
C: 2.5366 2.0295 -0.8527
C: -0.2117 -1.8086 1.7361
C: -0.6082 -1.5417 3.0399
C: -0.5274 -2.5814 3.9953
C: -0.0964 -3.8538 3.6134
C: 0.2938 -4.0996 2.2933
C: 0.2518 -3.0473 1.3487
O: -1.5787 -0.3566 -3.8374
O: 1.0917 -0.7001 -3.6355
H: -1.9479 3.6239 -3.4282
H: 2.3122 3.8954 -2.7807
H: 0.2395 4.6930 -3.9601
C: -3.5791 1.0484 1.0790
C: -3.4861 -1.1987 -0.9097
H: 3.3476 2.0191 -1.6045
H: 2.7774 2.7908 -0.0795
H: -2.0754 0.2768 -3.2683
H: -3.1837 2.0264 -2.3761
C: 3.5815 0.3527 1.4849
C: 3.4318 -0.7526 -1.1854
H: -0.9573 -0.5479 3.3451
H: -0.8049 -2.3892 5.0329
H: -0.0638 -4.6648 4.3452
H: 0.6448 -5.0915 1.9938
H: 0.6031 -3.2508 0.3271
H: -0.0984 -2.3029 -1.7728
H: 1.2531 -1.6307 -3.8836
H: 0.1011 -0.5964 -3.7018
H: -1.8967 -0.1487 -4.7500
H: 0.3048 -1.6570 -1.8831
H: -4.6567 1.2814 1.0274
H: -3.4525 0.2658 1.8474
H: -3.0540 1.9522 1.4272
H: -4.5786 -1.2556 -1.0746
H: -2.9919 -1.5897 -1.8147
H: -3.2470 -1.8857 -0.0765
H: 4.4957 -0.4619 -1.2975
H: 3.3664 -1.7671 -0.7448
H: 2.9048 -0.7331 -2.1601
H: 4.6514 0.4803 1.2546
H: 3.2516 1.1190 2.2067
H: 3.4350 -0.6428 1.9415
C: 0.4748 1.7999 2.0483
C: -0.0075 2.4391 3.2853
C: -1.2738 2.2279 3.9034
C: -1.5642 2.8601 5.1237
C: -0.6155 3.6893 5.7420
C: 0.6408 3.8915 5.1549
C: 0.9165 3.3153 3.9212
H: 0.8457 2.5552 1.3408
H: 1.2576 1.0742 2.3033
H: -2.0379 1.5709 3.4684
H: -2.5291 2.7146 5.6123
H: -0.8303 4.1607 6.7001
H: 1.3971 4.5046 5.6449
H: 1.8805 3.5112 3.4389

Here are the Mulliken charges for atoms 1 to 2, given in e: atom 1 (C): -1.0660, atom 2 (C): 1.3844